No. 1
# C5H20BrO5

6 unconnected molecules or ions with the total composition C5H20BrO5 (the ωB97M-V functional and the def2-TZVPD basis, OMol25).

Element x y z (Å)
Br: 1.218 -1.349 0.064
C: -2.219 -0.766 2.927
O: -2.056 -1.050 1.549
H: -1.533 0.022 3.251
H: -3.242 -0.425 3.082
H: -2.032 -1.661 3.529
H: -1.122 -0.898 1.356
C: 2.154 -0.969 -3.755
O: 1.078 -1.792 -3.363
H: 1.924 -0.537 -4.731
H: 2.302 -0.131 -3.063
H: 3.097 -1.524 -3.818
H: 1.145 -1.888 -2.400
C: -1.808 -0.295 -2.795
O: -1.789 -1.232 -1.742
H: -1.972 -0.781 -3.762
H: -2.632 0.406 -2.614
H: -0.892 0.301 -2.835
H: -0.869 -1.483 -1.584
C: -0.809 2.120 0.123
O: 0.608 2.003 0.150
H: -1.281 1.190 -0.202
H: -1.165 2.395 1.117
H: -1.111 2.894 -0.594
H: 0.817 1.112 -0.167
C: 2.022 1.012 3.604
O: 2.018 -0.366 3.295
H: 1.020 1.446 3.503
H: 2.410 1.117 4.616
H: 2.670 1.582 2.927
H: 2.049 -0.454 2.332

Properties
charge: -1
ΔE to the lowest compared entry with this formula, charge and spin: 19.1 kJ/mol
lowest unoccupied orbital energy: 3.422 eV
DFT total energy: -85790.813 eV

Here are the natural (NBO) charges for atoms 1 to 6, given in e: atom 1 (Br): -0.92, atom 2 (C): -0.24, atom 3 (O): -0.73, atom 4 (H): 0.16, atom 5 (H): 0.16, atom 6 (H): 0.15

=====

No. 2
# C5H20ClCrN8O5

A molecular structure, C5H20ClCrN8O5 at a distorted geometry (the ωB97M-V functional and the def2-TZVPD basis, OMol25).

Element x y z (Å)
Cr: -0.406 1.225 -0.601
Cl: -1.607 2.609 -2.158
C: 1.930 3.277 -1.003
O: 1.090 2.753 0.021
H: 1.580 4.252 -1.355
H: 2.981 3.277 -0.725
H: 1.782 2.682 -1.907
H: 1.240 3.225 0.844
C: 1.331 -0.836 1.638
O: 0.650 -0.117 0.937
N: 2.652 -0.584 1.918
N: 0.886 -2.005 2.192
H: 3.112 -0.838 2.774
H: 2.937 0.286 1.499
H: -0.029 -2.373 2.022
H: 1.526 -2.557 2.735
C: -1.897 1.331 2.228
O: -1.618 1.428 1.036
N: -2.852 0.465 2.644
N: -1.360 2.133 3.181
H: -3.195 0.455 3.587
H: -3.288 -0.120 1.961
H: -1.749 2.100 4.105
H: -0.793 2.904 2.884
C: -2.080 -1.729 -0.926
O: -1.483 -0.667 -0.853
N: -1.458 -2.892 -1.287
N: -3.443 -1.834 -0.815
H: -0.465 -2.863 -1.435
H: -1.939 -3.769 -1.363
H: -3.902 -1.072 -0.352
H: -3.884 -2.734 -0.860
C: 1.478 -0.626 -2.513
O: 1.012 0.232 -1.771
N: 2.818 -0.839 -2.526
N: 0.714 -1.405 -3.330
H: 3.346 -1.580 -2.948
H: 3.339 -0.186 -1.967
H: -0.224 -1.092 -3.517
H: 1.269 -1.916 -3.995

Properties
charge: +1
ΔE to the lowest compared entry with this formula, charge and spin: 69.1 kJ/mol
multiplicity: 5
lowest unoccupied orbital energy (alpha / beta): -2.291 / -2.298 eV
DFT total energy: -68612.749 eV

Here are the natural (NBO) charges for atoms 1 to 6, given in e: atom 1 (Cr): 1.24, atom 2 (Cl): -0.70, atom 3 (C): -0.26, atom 4 (O): -0.75, atom 5 (H): 0.20, atom 6 (H): 0.17

=====

No. 3
# C5H20ClN10O5

6 unconnected molecules or ions with the total composition C5H20ClN10O5 at a distorted geometry (the ωB97M-V functional and the def2-TZVPD basis, OMol25).

Element x y z (Å)
Cl: -0.668 0.417 -0.455
C: 0.153 -2.755 2.110
O: 0.272 -3.883 2.622
N: -0.410 -1.712 2.680
N: 0.607 -2.372 0.948
H: -0.840 -1.683 3.594
H: -0.397 -0.872 2.120
H: 1.225 -2.979 0.430
H: 0.133 -1.555 0.591
C: -4.130 -1.939 0.143
O: -5.160 -2.460 0.334
N: -3.345 -1.426 1.044
N: -3.587 -1.713 -1.031
H: -3.554 -1.376 2.031
H: -2.514 -0.992 0.666
H: -4.081 -2.049 -1.845
H: -2.843 -1.042 -1.157
C: 2.352 -0.603 -2.998
O: 3.417 -0.836 -3.550
N: 1.899 0.532 -2.674
N: 1.413 -1.475 -2.755
H: 2.529 1.316 -2.773
H: 1.144 0.627 -2.009
H: 0.596 -1.242 -2.210
H: 1.666 -2.446 -2.869
C: -0.434 4.463 -0.942
O: -0.300 5.641 -0.807
N: -1.596 3.957 -0.846
N: 0.426 3.478 -1.185
H: -1.724 2.955 -0.877
H: -2.378 4.541 -0.588
H: 0.111 2.519 -1.195
H: 1.401 3.740 -1.226
C: 2.653 0.477 2.244
O: 3.391 0.431 3.211
N: 3.069 0.182 1.035
N: 1.398 0.705 2.290
H: 2.297 0.043 0.399
H: 3.948 -0.306 0.936
H: 0.911 0.732 1.405
H: 0.950 0.960 3.158

Properties
charge: 0
ΔE to the lowest compared entry with this formula, charge and spin: 44.6 kJ/mol
multiplicity: 2
lowest unoccupied orbital energy (alpha / beta): -0.861 / -7.029 eV
DFT total energy: -43170.416 eV

Here are the natural (NBO) charges for atoms 1 to 6, given in e: atom 1 (Cl): -0.87, atom 2 (C): 0.75, atom 3 (O): -0.65, atom 4 (N): -0.83, atom 5 (N): -0.87, atom 6 (H): 0.41

=====

No. 4
# C5H20F2N10O5Y

A molecular structure, C5H20F2N10O5Y at a distorted geometry (the ωB97M-V functional and the def2-TZVPD basis, OMol25).

Element x y z (Å)
Y: -19.101 -12.560 31.948
F: -19.118 -10.503 30.780
F: -20.609 -13.029 30.204
C: -23.928 -15.004 30.920
O: -24.065 -13.940 31.485
N: -22.857 -15.399 30.302
N: -24.845 -15.941 31.008
H: -22.087 -14.749 30.374
H: -22.564 -16.301 29.956
H: -24.797 -16.803 30.484
H: -25.708 -15.752 31.499
C: -22.404 -11.000 33.013
O: -21.406 -11.361 32.416
N: -22.404 -10.150 33.922
N: -23.584 -11.538 32.806
H: -23.354 -9.809 33.960
H: -21.536 -9.715 34.202
H: -23.662 -12.342 32.200
H: -24.430 -11.240 33.271
C: -21.640 -9.073 28.346
O: -22.580 -8.624 27.670
N: -20.966 -8.291 29.154
N: -21.357 -10.337 28.355
H: -20.273 -8.783 29.700
H: -21.005 -7.293 29.003
H: -22.019 -10.809 27.756
H: -20.702 -10.534 29.098
C: -20.281 -14.861 27.283
O: -20.302 -15.521 26.303
N: -20.371 -15.396 28.512
N: -20.370 -13.565 27.296
H: -20.400 -14.790 29.319
H: -20.479 -16.397 28.594
H: -20.241 -12.933 26.519
H: -20.388 -13.187 28.232
C: -23.713 -12.479 27.762
O: -22.881 -12.407 26.814
N: -23.344 -12.548 29.055
N: -24.992 -12.544 27.672
H: -22.347 -12.471 29.199
H: -24.042 -12.873 29.709
H: -25.444 -12.522 26.768
H: -25.592 -12.719 28.466

Properties
charge: +1
ΔE to the lowest compared entry with this formula, charge and spin: 665.0 kJ/mol
lowest unoccupied orbital energy: -7.212 eV
DFT total energy: -37122.671 eV

Here are the Mulliken charges for atoms 1 to 6, given in e: atom 1 (Y): 1.71, atom 2 (F): -0.62, atom 3 (F): -0.25, atom 4 (C): 0.61, atom 5 (O): -0.82, atom 6 (N): -0.16